[1]
# C3H11N2O

A cluster of 2 separate species, C3H11N2O in total (ωB97M-V with the def2-TZVPD basis set, the Open Molecules 2025 dataset).

Last column: natural (NBO) charge in e.
Element x y z (Å)
C1 1.91979 -0.72784 1.10563  -0.6835
C2 0.59390 -0.22128 0.60225  0.2361
C3 0.49461 1.09539 0.43745  -0.1440
N1 -0.80941 1.51914 -0.12239  -0.6982
N2 -0.57211 -1.04212 0.66787  -0.8751
H1 1.99979 -0.99257 2.15932  0.2487
H2 2.64753 0.01732 0.79661  0.2354
H3 2.25264 -1.68738 0.69348  0.2488
H4 1.17071 1.80121 0.88750  0.2502
H5 -1.51214 1.36849 0.56806  0.4425
H6 -1.06469 0.97113 -0.95738  0.4785
H7 -0.79868 2.49621 -0.41719  0.4384
H8 -0.65036 -1.60498 -0.17519  0.3999
H9 -0.45809 -1.63519 1.47399  0.3948
H10 -2.45551 -0.73005 -2.36757  0.5058
H11 -1.16523 -0.31190 -3.10652  0.5010
O1 -1.59277 -0.31558 -2.24592  -0.9793

Summary:
- multiplicity = 1
- relative energy (zero: lowest compared OMol25 entry of this formula, charge and spin) (kcal/mol) = 38.5
- E_HOMO (eV) = -13.689
- E (Eh) = -305.3914
- HOMO-LUMO gap (eV) = 10.540
- LUMO energy (eV) = -3.15
- total charge = +1

[2]
# C3H11N2O

A cluster of 2 separate species, C3H11N2O in total (ωB97M-V with the def2-TZVPD basis set, the Open Molecules 2025 dataset).

Last column: natural (NBO) charge in e.
Element x y z (Å)
C1 -1.33037 0.30688 2.13121  -0.7230
C2 -1.16463 0.49108 0.64362  0.7117
O1 -0.23604 -0.09467 0.06834  -0.7600
N1 -1.78011 1.53764 0.07497  -0.7771
H1 -0.75733 1.13262 2.55848  0.2559
H2 -0.68665 -0.50585 2.46652  0.2506
H3 -1.69055 1.61423 -0.92449  0.4055
H4 -2.47009 2.04839 0.56101  0.4124
H5 -2.37356 0.20368 2.40398  0.2449
C3 2.68071 -1.13022 -0.84933  -0.4230
N2 1.48296 -0.87179 -1.69436  -0.6850
H6 1.02377 0.02391 -1.46137  0.4719
H7 1.74507 -0.96768 -2.67021  0.4380
H8 0.70819 -1.45679 -1.36008  0.4639
H9 3.49323 -0.50750 -1.19070  0.2313
H10 2.86217 -2.19713 -0.93769  0.2308
H11 2.56342 -0.84453 0.19053  0.2512

Summary:
- multiplicity = 1
- relative energy (zero: lowest compared OMol25 entry of this formula, charge and spin) (kcal/mol) = 10.4
- E_HOMO (eV) = -14.068
- E (Eh) = -305.4361
- HOMO-LUMO gap (eV) = 10.972
- LUMO energy (eV) = -3.10
- total charge = +1

[3]
# C3H11N2O

A cluster of 2 separate species, C3H11N2O in total (ωB97M-V with the def2-TZVPD basis set, the Open Molecules 2025 dataset).

Last column: natural (NBO) charge in e.
Element x y z (Å)
C1 -2.36050 -0.64214 1.03919  -0.6385
C2 -1.32491 -1.49261 0.35194  -0.2132
N1 -0.41706 -0.75408 -0.53706  -0.4821
C3 -0.35408 0.54018 -0.67341  0.3993
N2 0.65674 1.19934 -1.20920  -0.7233
H1 -3.07272 -0.21863 0.32911  0.2274
H2 -2.81763 -1.20805 1.84073  0.2619
H3 -1.91479 0.23205 1.52031  0.2124
H4 -0.64552 -1.93976 1.08174  0.2194
H5 -1.70665 -2.34615 -0.19077  0.2300
H6 0.41280 -1.23423 -0.86258  0.4177
H7 -1.15000 1.13075 -0.24920  0.2218
H8 1.29415 0.70525 -1.81486  0.4185
H9 0.92055 2.11188 -0.86886  0.4470
H10 4.00512 1.28126 0.56656  0.4850
H11 3.12114 0.73121 1.65741  0.4810
O1 3.12173 0.92416 0.71318  -0.9645

Summary:
- multiplicity = 1
- relative energy (zero: lowest compared OMol25 entry of this formula, charge and spin) (kcal/mol) = 19.2
- E_HOMO (eV) = -14.902
- E (Eh) = -305.4221
- HOMO-LUMO gap (eV) = 11.522
- LUMO energy (eV) = -3.38
- total charge = +1

[4]
# C3H11N2O

A cluster of 2 separate species, C3H11N2O in total (ωB97M-V with the def2-TZVPD basis set, the Open Molecules 2025 dataset).

Last column: natural (NBO) charge in e.
Element x y z (Å)
N1 -1.06930 -0.40951 0.22146  -0.7242
C1 -0.90330 -1.64646 -0.59653  0.0925
O1 -2.17798 -2.17110 -0.62249  -0.6929
H1 -1.53313 0.29554 -0.34792  0.4358
H2 -1.71621 -0.65326 0.98173  0.4601
H3 -0.53998 -1.38943 -1.59112  0.1915
H4 -0.21207 -2.31892 -0.07618  0.1840
H5 -2.20662 -2.98410 -1.13558  0.5210
C2 1.66943 1.45049 -0.05600  0.1648
C3 1.63410 2.81498 0.24859  -0.0281
N2 1.30021 0.48866 0.83738  -0.7343
H6 2.07776 1.09401 -1.00091  0.2679
H7 1.87785 3.58759 -0.46609  0.2732
H8 1.30500 3.14581 1.22605  0.2378
H9 1.32072 0.76489 1.82939  0.4630
H10 0.03693 -0.00924 0.57872  0.4147
H11 1.94044 -0.32403 0.80010  0.4732

Summary:
- multiplicity = 2
- relative energy (zero: lowest compared OMol25 entry of this formula, charge and spin) (kcal/mol) = 40.9
- E_HOMO (spin up / spin down) (eV) = -18.618 / -18.615
- E (Eh) = -304.8883
- HOMO-LUMO gap (spin up / spin down) (eV) = 9.185 / 5.370
- LUMO energy (spin up / spin down) (eV) = -9.43 / -13.25
- total charge = +2

[5]
# C3H11N2O2

A cluster of 2 separate species, C3H11N2O2 in total (ωB97M-V with the def2-TZVPD basis set, the Open Molecules 2025 dataset).

Last column: natural (NBO) charge in e.
Element x y z (Å)
C1 -1.41198 0.55198 -0.10017  -0.2562
N1 -1.62306 -0.02413 -1.43767  -0.7972
C2 -0.19250 1.47770 -0.07342  -0.2304
N2 0.53598 1.43357 1.22020  -0.6946
H1 -1.38016 -0.16733 0.71945  0.1812
H2 -2.27733 1.19247 0.08409  0.2223
H3 -0.98338 -0.81321 -1.56103  0.3392
H4 -2.53976 -0.48807 -1.46175  0.3828
H5 -0.42227 2.50135 -0.22298  0.2313
H6 0.51924 1.20469 -0.88331  0.2310
H7 1.42611 1.99128 1.28427  0.4533
H8 -0.10698 1.61640 2.01008  0.4386
H9 0.91947 0.50185 1.42087  0.4712
O1 1.64239 -1.14256 1.01075  -0.6192
C3 1.45743 -1.84123 0.03422  0.6902
O2 2.01405 -3.05087 -0.23880  -0.6334
H10 0.67017 -1.58441 -0.69143  0.0816
H11 1.75259 -3.35947 -1.11339  0.5082

Summary:
- multiplicity = 1
- relative energy (zero: lowest compared OMol25 entry of this formula, charge and spin) (kcal/mol) = 43.1
- E_HOMO (eV) = -13.931
- E (Eh) = -380.6453
- HOMO-LUMO gap (eV) = 10.627
- LUMO energy (eV) = -3.30
- total charge = +1

[6]
# C3H11N2O2

A cluster of 3 separate species, C3H11N2O2 in total (ωB97M-V with the def2-TZVPD basis set, the Open Molecules 2025 dataset).

Last column: natural (NBO) charge in e.
Element x y z (Å)
N1 -3.08735 -1.57698 -1.31425  -1.0648
C1 0.93842 -0.97816 -0.35499  0.4069
C2 2.25569 -1.59316 -0.11761  -0.7599
C3 0.35894 0.24269 0.12957  0.4694
N2 1.23782 1.02605 0.87671  -0.7434
O1 -0.79074 0.57112 -0.10342  -0.4445
H1 -3.94950 -1.35039 -0.82582  0.3701
H2 -2.36632 -0.98356 -0.89379  0.3386
H3 -3.18834 -1.15197 -2.23507  0.3595
H4 0.18280 -1.41745 -1.02172  0.2505
H5 2.85410 -1.79017 -1.00441  0.3460
H6 2.66307 -0.96612 0.66092  0.2506
H7 2.11894 -2.54815 0.42948  0.3460
H8 0.70484 1.84631 1.21243  0.4472
H9 1.70157 0.49976 1.60590  0.3982
H10 -0.15444 4.05414 0.81942  0.4874
H11 -0.94866 2.75301 0.75937  0.4759
O2 -0.53085 3.36302 1.37725  -0.9337

Summary:
- multiplicity = 1
- relative energy (zero: lowest compared OMol25 entry of this formula, charge and spin) (kcal/mol) = 116.3
- E_HOMO (eV) = -13.122
- E (Eh) = -380.5285
- HOMO-LUMO gap (eV) = 4.347
- LUMO energy (eV) = -8.78
- total charge = +1

[7]
# C3H11N2O3

A cluster of 2 separate species, C3H11N2O3 in total (ωB97M-V with the def2-TZVPD basis set, the Open Molecules 2025 dataset).

Last column: natural (NBO) charge in e.
Element x y z (Å)
N1 1.88686 0.68070 0.51358  -0.6811
C1 0.51648 0.23647 0.15224  -0.1701
C2 -0.53305 1.27128 0.66310  -0.0618
O1 -0.00726 2.47658 0.16837  -0.7312
C3 0.34113 -1.14125 0.77243  0.6432
N2 -0.56856 -1.89754 0.18498  -0.7933
O2 1.04929 -1.43149 1.73304  -0.6276
H1 1.87081 1.53134 1.10629  0.4574
H2 2.38896 -0.09133 1.01522  0.4774
H3 2.41513 0.88945 -0.33469  0.4465
H4 0.35692 0.17252 -0.95727  0.2536
H5 -1.51594 0.98084 0.35355  0.2016
H6 -0.49660 1.24325 1.76133  0.1851
H7 -0.35853 3.22632 0.66872  0.5018
H8 -0.72493 -2.80965 0.62718  0.4218
H9 -1.21134 -1.63790 -0.56657  0.4476
H10 -2.28732 -0.61050 -2.59691  0.4962
H11 -1.49147 -1.85254 -2.99633  0.5014
O3 -1.63058 -1.23654 -2.26826  -0.9685

Summary:
- multiplicity = 1
- relative energy (zero: lowest compared OMol25 entry of this formula, charge and spin) (kcal/mol) = 18.4
- E_HOMO (eV) = -14.292
- E (Eh) = -455.9246
- HOMO-LUMO gap (eV) = 11.210
- LUMO energy (eV) = -3.08
- total charge = +1

[8]
# C3H11N2OP

A structure of composition C3H11N2OP (ωB97M-V with the def2-TZVPD basis set, the Open Molecules 2025 dataset).

Last column: natural (NBO) charge in e.
Element x y z (Å)
C1 -2.20430 -0.71763 1.91321  -0.6226
C2 1.09633 1.16360 -2.43929  -0.9624
C3 -0.92624 -0.83245 1.09988  -0.2526
N1 2.34940 0.42705 0.06918  -1.1492
N2 -0.67955 0.53500 0.46999  -0.8147
O1 1.36322 -1.47656 -1.27868  -1.0577
P1 1.13977 -0.02848 -0.98676  1.9906
H1 -2.39846 -1.65694 2.56504  0.2141
H2 -2.03811 0.19704 2.56236  0.2126
H3 -3.07221 -0.59980 1.27131  0.2040
H4 2.15375 1.39495 -2.53138  0.2512
H5 0.80670 0.58451 -3.27690  0.2542
H6 0.46774 2.01525 -2.28683  0.2526
H7 0.04196 -1.08683 1.61021  0.1864
H8 -1.25326 -1.43883 0.32798  0.1815
H9 2.24287 1.29417 0.50309  0.3991
H10 2.37120 -0.35046 0.60126  0.3921
H11 -1.46080 0.57642 -0.19367  0.3208

Summary:
- multiplicity = 1
- relative energy (zero: lowest compared OMol25 entry of this formula, charge and spin) (kcal/mol) = 45.6
- E_HOMO (eV) = -8.716
- E (Eh) = -646.9628
- HOMO-LUMO gap (eV) = 9.121
- LUMO energy (eV) = 0.40
- total charge = 0

[9]
# C3H11N2S

A cluster of 2 separate species, C3H11N2S in total (ωB97M-V with the def2-TZVPD basis set, the Open Molecules 2025 dataset).

Last column: natural (NBO) charge in e.
Element x y z (Å)
C1 0.68418 2.36589 1.68171  -0.6315
C2 1.63662 1.19031 1.56978  -0.4131
S1 1.04711 -0.39655 0.61813  -0.2071
H1 1.23822 3.14877 2.23251  0.2509
H2 0.44748 2.84177 0.73259  0.2152
H3 -0.25737 2.01817 2.14284  0.2151
H4 1.80153 0.82158 2.57464  0.2470
H5 2.30595 1.56914 0.80872  0.2401
H6 1.32772 -1.59691 1.19966  0.1867
N1 -0.69218 -1.74411 -2.73323  -0.7149
C3 -1.50216 -1.69058 -1.66515  0.4044
N2 -1.60856 -0.84343 -0.69924  -0.7233
H7 0.31601 -1.68525 -2.83148  0.4393
H8 -1.00014 -2.50503 -3.32577  0.4095
H9 -2.30113 -2.40981 -1.86586  0.2120
H10 -2.55459 -0.75945 -0.34688  0.4260
H11 -0.88868 -0.32452 -0.09298  0.4436

Summary:
- multiplicity = 1
- relative energy (zero: lowest compared OMol25 entry of this formula, charge and spin) (kcal/mol) = 44.3
- E_HOMO (eV) = -13.056
- E (Eh) = -628.3066
- HOMO-LUMO gap (eV) = 9.234
- LUMO energy (eV) = -3.82
- total charge = +1

[10]
# C3H11N2S

A cluster of 2 separate species, C3H11N2S in total (ωB97M-V with the def2-TZVPD basis set, the Open Molecules 2025 dataset).

Last column: natural (NBO) charge in e.
Element x y z (Å)
C1 1.00448 -0.33654 1.02609  0.0603
C2 1.67535 -0.61168 -0.10434  -0.2320
N1 0.89663 -1.01626 -1.28930  -0.6935
N2 1.51263 0.28476 2.12299  -0.7604
H1 -0.01762 -0.69253 1.11127  0.2135
H2 2.73434 -0.49709 -0.26873  0.2323
H3 1.06150 -1.98219 -1.57416  0.4350
H4 -0.12715 -0.92427 -1.10878  0.4482
H5 1.06286 -0.41468 -2.09745  0.4347
H6 2.27784 0.92536 2.01738  0.4027
H7 0.82218 0.64669 2.76283  0.4029
C3 -1.90021 1.20213 -0.53480  -0.7239
S1 -2.38431 -0.53785 -0.82397  -0.0773
H8 -1.57047 1.34247 0.49095  0.2206
H9 -1.07450 1.46664 -1.19308  0.2189
H10 -2.74619 1.84810 -0.74852  0.2482
H11 -3.22736 -0.70306 0.21162  0.1696

Summary:
- multiplicity = 1
- relative energy (zero: lowest compared OMol25 entry of this formula, charge and spin) (kcal/mol) = 29.7
- E_HOMO (eV) = -13.069
- E (Eh) = -628.3298
- HOMO-LUMO gap (eV) = 9.835
- LUMO energy (eV) = -3.23
- total charge = +1

[11]
# C3H11N3

The ion C3H11N3 with charge -1 (ωB97M-V with the def2-TZVPD basis set, the Open Molecules 2025 dataset).

Last column: natural (NBO) charge in e.
Element x y z (Å)
C1 0.19883 -0.83861 0.71002  -0.3367
N1 0.62858 0.10389 -0.31006  -0.6738
C2 1.08579 1.38561 0.12841  -0.5596
N2 0.92993 2.37010 -0.91908  -0.9297
C3 -0.80283 -1.80657 0.12629  -0.2660
N3 -2.08094 -1.14814 -0.05968  -0.8693
H1 -0.25115 -0.28470 1.53484  0.1942
H2 1.06636 -1.34833 1.14038  0.1599
H3 1.25476 -0.39253 -0.93207  0.3489
H4 2.12717 1.35679 0.47648  0.1262
H5 0.53704 1.62999 1.03570  0.1234
H6 0.00378 2.27466 -1.31072  0.3422
H7 1.12367 3.29213 -0.55420  0.3201
H8 -0.37223 -2.20725 -0.79880  0.1533
H9 -0.88850 -2.65528 0.81123  0.1647
H10 -2.64497 -1.55710 -0.80211  0.3394
H11 -1.91532 -0.17466 -0.27664  0.3628

Summary:
- multiplicity = 2
- relative energy (zero: lowest compared OMol25 entry of this formula, charge and spin) (kcal/mol) = 10.9
- E_HOMO (spin up / spin down) (eV) = 1.579 / -4.918
- E (Eh) = -285.0908
- HOMO-LUMO gap (spin up / spin down) (eV) = 2.596 / 9.005
- LUMO energy (spin up / spin down) (eV) = 4.17 / 4.09
- total charge = -1

[12]
# C3H11N3

A structure of composition C3H11N3 (ωB97M-V with the def2-TZVPD basis set, the Open Molecules 2025 dataset).

Last column: natural (NBO) charge in e.
Element x y z (Å)
C1 0.04603 0.46933 -0.25729  0.5561
C2 -0.53953 0.67196 1.65383  -0.8093
C3 0.25002 -1.97411 -0.74392  -0.4181
N1 -0.53163 -0.76171 -0.55510  -0.6682
N2 1.41423 0.54484 -0.40083  -0.8745
N3 -0.59382 1.51921 -0.90043  -0.8648
H1 -1.31696 -0.86298 0.10988  0.3836
H2 2.01222 0.05018 0.24734  0.3847
H3 1.84618 1.25909 -0.96903  0.3994
H4 -0.55074 2.43376 -0.46631  0.3777
H5 -1.46690 1.30525 -1.36550  0.3899
H6 -0.31285 -0.16264 2.32812  0.1848
H7 -1.60503 0.93212 1.72221  0.1870
H8 0.04146 1.54302 1.98841  0.1865
H9 1.27754 -1.83890 -1.08229  0.2148
H10 -0.25375 -2.57888 -1.49896  0.1978
H11 0.28352 -2.54953 0.18987  0.1726

Summary:
- multiplicity = 1
- relative energy (zero: lowest compared OMol25 entry of this formula, charge and spin) (kcal/mol) = 51.3
- E_HOMO (eV) = -7.323
- E (Eh) = -285.0960
- HOMO-LUMO gap (eV) = 8.384
- LUMO energy (eV) = 1.06
- total charge = 0

Listing strongest force on any atom for the structures above in their given order: 2.20; 2.08; 1.12; 3.91; 2.23; 4.06; 2.50; 4.27; 2.03; 0.58; 1.13; 3.94 eV/Å.